(1)
A cluster of 2 separate species, C4H12N3 in total at a distorted geometry. Source: the OMol25 dataset; level of theory: ωB97M-V/def2-TZVPD.

Values from the calculation:
**2S+1**: 1
**Net charge**: +1
**Orbital gap**: 0.31298 Eh
**Lowest unoccupied orbital energy**: -4.000 eV

```
19
Properties=species:S:1:pos:R:3:nbo_charge:R:1
C 1.829 1.003 -0.740 -0.380
C 1.084 -0.005 -0.275 0.041
C -1.052 -1.367 -0.324 -0.666
C -0.328 -0.052 -0.475 0.448
N 1.647 -0.901 0.618 -0.824
N -0.922 0.881 -1.301 -0.771
N -1.015 0.531 1.311 -0.885
H 2.933 0.993 -0.709 0.228
H 1.569 1.885 -1.199 0.203
H -2.101 -1.290 -0.193 0.231
H -0.771 -1.832 0.652 0.222
H -1.010 -2.067 -1.109 0.270
H 1.059 -1.592 1.214 0.405
H 2.635 -0.897 0.788 0.419
H -1.938 0.870 -1.502 0.428
H -0.373 1.825 -1.322 0.419
H -1.082 1.529 1.244 0.400
H -1.891 0.141 1.375 0.400
H -0.273 0.343 1.947 0.414
```

(2)
A cluster of 2 separate species, C4H12N3 in total at a distorted geometry. Source: the OMol25 dataset; level of theory: ωB97M-V/def2-TZVPD.

Values from the calculation:
**2S+1**: 1
**Net charge**: +1
**Orbital gap (spin up / spin down)**: 0.29439 / 0.29434 Eh
**Lowest unoccupied orbital energy (spin up / spin down)**: -4.079 / -4.079 eV

```
19
Properties=species:S:1:pos:R:3:nbo_charge:R:1
C -2.058 -0.243 -0.799 0.025
C 0.007 1.882 0.356 -0.473
C 0.818 -1.630 0.238 -0.464
C 2.278 0.277 -0.443 -0.456
N -2.841 -0.525 0.163 -0.692
N -0.139 0.410 0.348 -0.014
N 0.940 -0.204 0.107 -0.061
H -2.569 0.154 -1.747 0.163
H -0.727 2.306 -0.398 0.259
H -0.343 1.931 1.383 0.250
H 1.034 2.179 0.298 0.213
H 0.839 -1.945 1.295 0.241
H -0.188 -2.046 -0.188 0.248
H 1.576 -2.244 -0.256 0.239
H 2.692 0.907 0.272 0.226
H 3.005 -0.579 -0.382 0.255
H 2.110 0.793 -1.377 0.246
H -3.880 -0.629 0.059 0.400
H -2.555 -0.793 1.070 0.396
```

(3)
A cluster of 2 separate species, C4H12N3 in total at a distorted geometry. Source: the OMol25 dataset; level of theory: ωB97M-V/def2-TZVPD.

Values from the calculation:
**2S+1**: 1
**Net charge**: +1
**Orbital gap**: 0.42102 Eh
**Lowest unoccupied orbital energy**: -2.997 eV

```
19
Properties=species:S:1:pos:R:3:nbo_charge:R:1
C -1.108 -2.077 0.665 -0.612
C 0.279 -1.748 1.203 -0.260
C 1.860 -0.040 0.949 0.007
N 0.630 -0.359 0.886 -0.481
H -1.419 -3.089 0.917 0.242
H -1.857 -1.389 1.057 0.216
H -1.154 -2.016 -0.427 0.191
H 1.014 -2.414 0.749 0.202
H 0.303 -1.904 2.283 0.223
H 2.563 -0.777 1.339 0.183
H 2.186 0.955 0.669 0.190
N -0.577 1.870 -0.115 -0.728
C -0.634 1.805 -1.416 0.392
N -0.275 0.736 -2.088 -0.725
H -0.223 1.009 0.430 0.449
H -0.813 2.758 0.290 0.427
H -0.992 2.659 -1.979 0.224
H -0.270 0.679 -3.091 0.437
H -0.101 -0.104 -1.555 0.424
```

(4)
The ion C4H12N3 with charge +1 at a distorted geometry. Source: the OMol25 dataset; level of theory: ωB97M-V/def2-TZVPD.

Values from the calculation:
**2S+1**: 1
**Net charge**: +1
**Orbital gap**: 0.38928 Eh
**Structure (SMILES)**: N/C=C(\[NH3+])CCN
**Lowest unoccupied orbital energy**: -2.825 eV

```
19
Properties=species:S:1:pos:R:3:nbo_charge:R:1
C -0.303 0.329 1.780 -0.219
C -0.804 -0.738 0.797 -0.468
C -0.150 -0.591 -0.540 0.109
C 0.879 -1.291 -1.001 0.006
N 1.758 -0.778 -1.983 -0.879
N -0.331 0.732 -1.183 -0.755
N -0.774 1.652 1.322 -0.854
H 0.774 0.317 1.815 0.209
H -0.687 0.034 2.759 0.210
H -0.495 -1.708 1.203 0.255
H -1.892 -0.848 0.795 0.233
H 1.053 -2.259 -0.547 0.216
H 2.710 -1.065 -1.800 0.405
H 1.529 -0.991 -2.947 0.401
H -1.193 0.848 -1.713 0.430
H 0.518 0.871 -1.751 0.455
H -1.781 1.686 1.460 0.381
H -0.371 2.391 1.889 0.399
H -0.439 1.409 -0.355 0.466
```

(5)
A cluster of 2 separate species, C4H12N3O in total at a distorted geometry. Source: the OMol25 dataset; level of theory: ωB97M-V/def2-TZVPD.

Values from the calculation:
**2S+1**: 1
**Net charge**: +1
**Orbital gap**: 0.41393 Eh
**Lowest unoccupied orbital energy**: -2.914 eV

```
20
Properties=species:S:1:pos:R:3:nbo_charge:R:1
N 1.157 1.927 -2.423 -0.799
C 0.035 1.251 -2.002 0.809
N -0.870 1.983 -1.238 -0.809
O -0.218 0.089 -2.387 -0.715
H 1.600 2.528 -1.761 0.396
H 1.858 1.326 -2.877 0.413
H -0.478 2.675 -0.590 0.404
H -1.636 1.419 -0.889 0.401
C 0.176 -0.385 2.960 -0.651
C -0.365 -0.954 1.690 -0.139
C 0.328 -1.299 0.650 -0.082
N -0.436 -1.745 -0.569 -0.732
H 1.223 -0.508 3.037 0.230
H -0.106 0.692 3.089 0.244
H -0.251 -0.897 3.824 0.246
H -1.483 -1.005 1.680 0.214
H 1.380 -1.492 0.428 0.236
H -1.451 -1.823 -0.341 0.424
H -0.294 -1.083 -1.452 0.483
H -0.169 -2.697 -0.827 0.426
```

(6)
A cluster of 2 separate species, C4H12N3O in total at a distorted geometry. Source: the OMol25 dataset; level of theory: ωB97M-V/def2-TZVPD.

Values from the calculation:
**2S+1**: 1
**Net charge**: +1
**Orbital gap**: 0.31803 Eh
**Lowest unoccupied orbital energy**: -4.447 eV

```
20
Properties=species:S:1:pos:R:3:nbo_charge:R:1
C 0.844 -0.364 0.011 0.485
C -2.948 2.161 -0.789 -0.673
C 3.166 0.100 0.139 -0.420
C -1.970 1.053 -0.408 0.343
N 2.466 -2.143 -0.103 -0.646
N 2.106 -0.818 -0.028 -0.245
N -1.826 0.704 0.826 -0.643
O 0.673 0.828 0.344 -0.682
H -3.613 1.986 -1.608 0.273
H -2.164 2.805 -1.160 0.272
H -3.472 2.522 0.069 0.239
H 4.018 -0.624 -0.050 0.238
H 3.202 0.960 -0.492 0.226
H 3.224 0.373 1.130 0.210
H -1.685 0.443 -1.288 0.243
H 2.321 -2.596 -1.047 0.374
H 2.005 -2.693 0.587 0.367
H -2.285 1.221 1.639 0.437
H -0.974 0.166 1.305 0.480
H -0.087 -1.037 -0.105 0.122
```

(7)
A cluster of 2 separate species, C4H12N3O in total at a distorted geometry. Source: the OMol25 dataset; level of theory: ωB97M-V/def2-TZVPD.

Values from the calculation:
**2S+1**: 1
**Net charge**: +1
**Orbital gap**: 0.37532 Eh
**Lowest unoccupied orbital energy**: -2.993 eV

```
20
Properties=species:S:1:pos:R:3:nbo_charge:R:1
C 1.818 0.112 -0.191 0.537
C 3.165 -0.541 -0.358 -0.663
C -2.760 -1.348 0.043 -0.399
C -1.556 0.644 0.073 0.460
N 1.769 1.442 -0.207 -0.777
N -2.614 0.068 0.486 -0.520
N 0.733 -0.593 -0.173 -0.793
O -1.227 1.902 0.242 -0.645
H 3.867 -0.301 0.364 0.238
H 2.963 -1.526 -0.232 0.223
H 3.523 -0.401 -1.284 0.241
H -3.421 -1.384 -0.854 0.231
H -1.786 -1.806 -0.133 0.236
H -3.374 -1.738 0.766 0.223
H -0.596 -0.058 -0.282 0.286
H 2.577 1.975 -0.417 0.406
H 0.943 2.037 0.095 0.423
H -3.143 0.582 1.187 0.414
H 0.896 -1.551 0.095 0.375
H -1.777 2.484 0.780 0.505
```

(8)
The ion C4H12N3O with charge +2 at a distorted geometry. Source: the OMol25 dataset; level of theory: ωB97M-V/def2-TZVPD.

Values from the calculation:
**2S+1**: 2
**Net charge**: +2
**Orbital gap (spin up / spin down)**: 0.27046 / 0.24609 Eh
**Lowest unoccupied orbital energy (spin up / spin down)**: -11.089 / -11.950 eV

```
20
Properties=species:S:1:pos:R:3:nbo_charge:R:1
N -3.199 0.161 0.234 -0.248
C -2.177 0.423 -0.707 -0.313
C -0.799 -0.186 -0.148 0.170
N 0.263 0.281 -1.023 -0.526
C 1.516 -0.431 -1.061 -0.201
C 2.244 -0.764 0.346 -0.295
N 2.514 0.368 1.136 -0.329
O -0.577 0.127 1.127 -0.307
H -3.996 -0.461 0.045 0.439
H -0.914 -1.271 -0.322 0.262
H -2.891 -0.056 1.197 0.426
H -2.367 -0.024 -1.675 0.280
H -2.074 1.513 -0.826 0.313
H 0.446 1.256 -0.780 0.388
H 1.484 -1.365 -1.612 0.262
H 2.220 0.232 -1.556 0.258
H 3.171 -1.234 0.044 0.269
H 1.598 -1.445 0.919 0.290
H 3.403 0.395 1.637 0.443
H 1.702 0.698 1.659 0.421
```

(9)
A structure of composition C4H12N3Zn at a distorted geometry. Source: the OMol25 dataset; level of theory: ωB97M-V/def2-TZVPD.

Values from the calculation:
**2S+1**: 1
**Net charge**: -1
**Orbital gap (spin up / spin down)**: 0.12656 / 0.08858 Eh
**Lowest unoccupied orbital energy (spin up / spin down)**: 3.019 / 2.779 eV

```
20
Properties=species:S:1:pos:R:3:nbo_charge:R:1
C 1.893 -0.688 0.221 -1.379
Zn 0.092 -0.200 -0.408 1.003
N -0.308 -1.471 -1.981 -1.497
H -0.089 0.350 1.685 -0.043
H 0.378 -0.217 1.935 0.032
H 2.160 -0.428 1.250 0.183
H 2.517 -0.093 -0.468 0.208
H 2.085 -1.762 0.051 0.213
H -0.511 -0.833 -2.752 0.369
H -1.122 -2.067 -1.826 0.356
H 0.502 -2.040 -2.202 0.337
N -1.872 1.967 -0.971 -0.425
C -3.171 2.214 -1.186 -0.183
C -3.850 1.018 -1.005 -0.330
C -2.888 0.077 -0.641 -0.176
N -1.659 0.652 -0.677 -0.632
H -1.106 2.638 -0.947 0.361
H -3.527 3.200 -1.460 0.197
H -4.912 0.838 -1.099 0.210
H -3.028 -0.958 -0.362 0.197
```

(10)
A cluster of 2 separate species, C4H12N4 in total at a distorted geometry. Source: the OMol25 dataset; level of theory: ωB97M-V/def2-TZVPD.

Values from the calculation:
**2S+1**: 1
**Orbital gap**: 0.35064 Eh
**Structure (SMILES)**: C/C=N\C.N=C(N)N
**Lowest unoccupied orbital energy**: 0.860 eV

```
20
Properties=species:S:1:pos:R:3:nbo_charge:R:1
C -1.245 1.714 0.241 -0.472
C -1.611 -0.909 -0.889 -0.713
C -1.016 -0.617 0.457 0.102
N -0.976 0.539 1.032 -0.400
H -0.946 -1.458 1.143 0.169
H -1.059 2.590 0.863 0.200
H -2.287 1.720 -0.089 0.195
H -0.605 1.753 -0.646 0.216
H -1.020 -0.401 -1.654 0.244
H -1.625 -1.978 -1.086 0.218
H -2.630 -0.525 -0.958 0.228
C 1.531 -0.162 -0.040 0.579
N 1.938 -1.393 0.474 -0.833
N 1.680 0.902 0.863 -0.845
N 1.563 0.159 -1.287 -0.790
H 1.660 -1.633 1.412 0.380
H 1.893 -2.167 -0.170 0.382
H 1.700 1.803 0.406 0.411
H 1.479 0.711 1.833 0.396
H 1.575 -0.648 -1.905 0.330
```

(11)
The molecule C4H12N4 at a distorted geometry. Source: the OMol25 dataset; level of theory: ωB97M-V/def2-TZVPD.

Values from the calculation:
**2S+1**: 1
**Orbital gap**: 0.31727 Eh
**Structure (SMILES)**: CC(C)=NNN(C)N
**Lowest unoccupied orbital energy**: 0.875 eV

```
20
Properties=species:S:1:pos:R:3:nbo_charge:R:1
C -1.329 -0.678 -1.056 -0.503
C 1.380 1.243 -0.374 -0.711
C 2.410 -1.066 -0.026 -0.659
N -1.763 -0.405 0.660 -0.091
N -0.706 0.236 1.274 -0.317
C 1.252 -0.146 0.212 0.283
N -2.945 0.270 0.823 -0.666
N 0.426 -0.503 1.139 -0.264
H -0.634 1.229 0.975 0.279
H -3.510 -0.147 1.553 0.372
H -2.873 1.285 0.908 0.329
H -0.442 -1.140 -1.471 0.204
H -2.098 -1.409 -1.272 0.208
H -1.560 0.285 -1.516 0.177
H 2.027 1.216 -1.252 0.227
H 0.424 1.685 -0.671 0.220
H 3.314 -0.674 0.443 0.223
H 2.191 -2.046 0.388 0.239
H 2.604 -1.156 -1.094 0.213
H 1.832 1.920 0.356 0.237
```

(12)
The molecule C4H12N4O at a distorted geometry. Source: the OMol25 dataset; level of theory: ωB97M-V/def2-TZVPD.

Values from the calculation:
**2S+1**: 1
**Orbital gap**: 0.29975 Eh
**Structure (SMILES)**: C[C@@H](O)CNN=C(N)N
**Lowest unoccupied orbital energy**: 0.717 eV

```
21
Properties=species:S:1:pos:R:3:nbo_charge:R:1
C 1.436 0.948 0.194 0.027
C 0.562 0.005 1.411 -0.232
C 2.235 0.058 -0.745 -0.667
N 0.038 -1.268 1.133 -0.499
C -1.869 -0.762 -0.091 0.555
N -3.214 -0.992 -0.341 -0.822
N -1.274 0.192 -0.858 -0.867
O 0.833 2.064 -0.467 -0.723
N -1.311 -1.496 0.816 -0.427
H 0.968 1.990 -1.424 0.473
H 0.655 -1.888 0.624 0.355
H 2.149 1.428 0.877 0.174
H -3.634 -1.619 0.328 0.401
H -3.776 -0.178 -0.539 0.371
H -0.324 0.635 -0.532 0.436
H -1.911 0.796 -1.355 0.384
H -0.218 0.690 1.737 0.211
H 1.343 -0.100 2.167 0.198
H 2.950 0.649 -1.321 0.214
H 1.568 -0.465 -1.434 0.213
H 2.794 -0.686 -0.178 0.225
```

(13)
A cluster of 2 separate species, C4H12N4O in total at a distorted geometry. Source: the OMol25 dataset; level of theory: ωB97M-V/def2-TZVPD.

Values from the calculation:
**2S+1**: 1
**Orbital gap**: 0.26486 Eh
**Structure (SMILES)**: CC(N)=C(N)N.NC=O
**Lowest unoccupied orbital energy**: 0.705 eV

```
21
Properties=species:S:1:pos:R:3:nbo_charge:R:1
C -1.972 0.647 -0.535 0.562
C 1.138 -0.406 1.811 -0.644
N -0.459 -1.361 -0.549 -0.923
C 0.678 -0.542 -0.661 0.258
C 1.350 -0.014 0.379 0.034
N -2.714 0.586 0.593 -0.794
N 0.931 -0.061 -1.978 -0.856
N 2.307 1.009 0.168 -0.829
O -2.316 0.052 -1.588 -0.683
H -1.306 -1.185 -1.296 0.445
H -0.590 -1.741 0.381 0.378
H -1.281 1.501 -0.548 0.142
H -3.351 -0.184 0.695 0.403
H -2.455 1.115 1.407 0.400
H 0.551 -0.710 -2.661 0.373
H 0.507 0.846 -2.155 0.365
H 2.589 1.046 -0.808 0.384
H 3.123 0.896 0.759 0.354
H 1.415 0.414 2.478 0.215
H 0.099 -0.639 2.031 0.201
H 1.755 -1.269 2.077 0.214
```

| no. | total energy (hartree) |
| --- | --- |
| 1 | -323.5730 |
| 2 | -323.4526 |
| 3 | -323.6362 |
| 4 | -323.6307 |
| 5 | -398.8971 |
| 6 | -398.7792 |
| 7 | -398.8333 |
| 8 | -398.2598 |
| 9 | -2103.0182 |
| 10 | -378.5909 |
| 11 | -378.4590 |
| 12 | -453.7968 |
| 13 | -453.8377 |